A cluster of 3 separate species, C8H15NO6 in total, computed with ωB97M-V/def2-TZVPD.

Bonds (Å) are listed after each position.
Positions of all 30 atoms, in Å:
1 O 3.60 -0.79 1.89  C2 1.181
2 C 4.40 -0.99 1.04  O1 1.181, O3 1.369, H8 1.102
3 O 4.10 -1.00 -0.29  C2 1.369, C4 1.416
4 C 4.25 0.21 -1.02  O3 1.416, O5 1.420, H9 1.094, H10 1.094
5 O 5.44 0.88 -0.63  C4 1.420, N6 1.422
6 N 6.43 0.75 -1.65  O5 1.422, O7 1.164
7 O 7.41 1.28 -1.33  N6 1.164
8 H 5.42 -1.34 1.24  C2 1.102
9 H 3.40 0.87 -0.85  C4 1.094
10 H 4.35 -0.09 -2.07  C4 1.094
11 C -1.06 1.16 0.37  C12 1.505, H15 1.087, H16 1.091, H17 1.092
12 C 0.44 1.08 0.43  C11 1.505, C13 1.508, O14 1.211
13 C 1.09 1.46 1.74  C12 1.508, H18 1.092, H19 1.092, H20 1.087
14 O 1.10 0.71 -0.52  C12 1.211
15 H -1.41 0.86 -0.61  C11 1.087
16 H -1.51 0.52 1.13  C11 1.091
17 H -1.39 2.18 0.59  C11 1.092
18 H 0.73 0.79 2.53  C13 1.092
19 H 0.81 2.47 2.03  C13 1.092
20 H 2.17 1.37 1.67  C13 1.087
21 C -3.95 -1.50 -1.30  C22 1.510, H25 1.087, H26 1.092, H27 1.092
22 C -4.67 -0.89 -0.13  C21 1.510, C23 1.510, O24 1.209
23 C -6.16 -1.13 -0.05  C22 1.510, H28 1.092, H29 1.092, H30 1.087
24 O -4.09 -0.24 0.71  C22 1.209
25 H -2.89 -1.28 -1.26  C21 1.087
26 H -4.09 -2.59 -1.31  C21 1.092
27 H -4.37 -1.13 -2.24  C21 1.092
28 H -6.36 -2.21 -0.01  C23 1.092
29 H -6.65 -0.75 -0.95  C23 1.092
30 H -6.57 -0.65 0.83  C23 1.087

## Properties
Frontier orbital gap, eV: 9.56
HOMO energy, eV: -9.507
DFT total energy, eV: -22310.8564
Relative energy (zero: lowest compared OMol25 entry of this formula, charge and spin), kcal/mol: 73.3
SMILES: O=COCON=O.CC(C)=O.CC(C)=O


An isolated molecule of C11H13F2N at a distorted geometry, computed with ωB97M-V/def2-TZVPD.

Bonds (Å) are listed after each position.
Positions of all 27 atoms, in Å:
1 N -0.61 1.34 -1.57  C2 1.765, H15 1.029, H16 0.990
2 C -0.36 -0.19 -0.73  N1 1.765, C3 1.529, C9 1.559, C12 1.494
3 C -0.32 0.17 0.76  C2 1.529, C4 1.391, C8 1.376
4 C 0.33 1.30 1.24  C3 1.391, C5 1.402, H17 1.064
5 C 0.26 1.58 2.61  C4 1.402, C6 1.396, H18 1.065
6 C -0.28 0.69 3.54  C5 1.396, C7 1.407, H19 1.144
7 C -0.77 -0.52 3.00  C6 1.407, C8 1.357, H20 1.127
8 C -0.79 -0.75 1.67  C3 1.376, C7 1.357, H21 1.116
9 C -1.60 -1.02 -1.20  C2 1.559, F10 1.330, F11 1.347, H22 1.079
10 F -1.41 -2.30 -0.92  C9 1.330
11 F -1.79 -1.11 -2.53  C9 1.347
12 C 0.96 -0.79 -1.09  C2 1.494, C13 1.555, C14 1.559, H23 1.066
13 C 1.40 -0.72 -2.58  C12 1.555, C14 1.547, H24 1.047, H25 1.067
14 C 2.24 0.01 -1.50  C12 1.559, C13 1.547, H26 1.016, H27 1.100
15 H -1.01 1.77 -0.72  N1 1.029
16 H -1.33 1.36 -2.25  N1 0.990
17 H 0.71 1.98 0.51  C4 1.064
18 H 0.73 2.49 2.87  C5 1.065
19 H -0.25 0.95 4.65  C6 1.144
20 H -1.21 -1.44 3.49  C7 1.127
21 H -1.28 -1.64 1.21  C8 1.116
22 H -2.49 -0.48 -0.93  C9 1.079
23 H 0.96 -1.73 -0.59  C12 1.066
24 H 0.87 -0.18 -3.30  C13 1.047
25 H 1.87 -1.44 -3.21  C13 1.067
26 H 3.07 -0.40 -1.08  C14 1.016
27 H 2.09 1.09 -1.36  C14 1.100

## Properties
Frontier orbital gap, eV: 10.29
HOMO energy, eV: -9.429
DFT total energy, eV: -18539.9441
Relative energy (zero: lowest compared OMol25 entry of this formula, charge and spin), kcal/mol: 43.1
SMILES: N[C@@](c1ccccc1)(C(F)F)C1CC1


An isolated molecule of C9H10N2Se at a distorted geometry, computed with ωB97M-V/def2-TZVPD.

Bonds (Å) are listed after each position.
Positions of all 22 atoms, in Å:
1 C -0.28 2.97 0.29  C3 1.390, N10 1.144
2 C -0.97 -0.35 1.65  C4 1.469, C5 1.322, H13 1.031
3 C -0.49 1.69 0.78  C1 1.390, C4 1.340, N11 1.624
4 C -1.14 1.11 1.80  C2 1.469, C3 1.340, C7 1.441
5 C -0.13 -0.59 0.66  C2 1.322, C8 1.526, N11 1.378
6 C 1.09 0.22 -1.20  N11 1.448, Se12 1.866
7 C -2.08 1.71 2.72  C4 1.441, H14 1.218, H15 1.122, H16 1.093
8 C 0.43 -1.96 0.27  C5 1.526, H17 1.058, H18 1.046, H19 1.064
9 C 2.61 1.01 -3.47  Se12 1.958, H20 1.145, H21 1.053, H22 1.084
10 N -0.20 4.10 0.10  C1 1.144
11 N 0.22 0.52 -0.08  C3 1.624, C5 1.378, C6 1.448
12 Se 1.53 1.81 -2.06  C6 1.866, C9 1.958
13 H -1.54 -0.82 2.37  C2 1.031
14 H -1.73 2.81 3.10  C7 1.218
15 H -3.08 1.87 2.24  C7 1.122
16 H -2.35 1.17 3.63  C7 1.093
17 H -0.17 -2.23 -0.57  C8 1.058
18 H 1.46 -1.85 0.15  C8 1.046
19 H 0.28 -2.79 0.90  C8 1.064
20 H 3.38 0.33 -2.97  C9 1.145
21 H 1.99 0.59 -4.21  C9 1.053
22 H 3.19 1.88 -3.79  C9 1.084

## Properties
Frontier orbital gap, eV: 8.40
HOMO energy, eV: -8.748
DFT total energy, eV: -77816.9410


Q: Which of these has the highest HOMO energy?
A: C9H10N2Se